[1]
Formula: C30H31N6O3PRhS
Source: the OMol25 dataset
Level of theory: ωB97M-V/def2-TZVPD

Geometry as ORCA input:
```
! RIJCOSX wB97M-V def2-TZVPD def2/J DEFGRID3
* xyz 1 5
Rh -1.7977 0.5206 0.5585
N -5.5971 2.9482 0.2920
C -4.4938 2.2746 0.6901
S -4.5531 0.5371 0.8028
N -3.4254 2.9308 1.0262
N -2.3223 2.2474 1.2816
C -1.5627 2.6825 2.3308
C -0.6973 1.7962 2.9206
C 0.0973 2.0298 4.0740
C 0.5758 0.9685 4.8273
C 0.3255 -0.3363 4.4655
C -0.2334 -0.6300 3.1531
N -0.7285 0.4839 2.3413
H -6.4945 2.5104 0.4308
H -5.5643 3.9523 0.3809
H -1.7549 3.6693 2.7252
H 0.2154 3.0483 4.4009
H 1.0824 1.1719 5.7562
H 0.5346 -1.1634 5.1171
H -0.7830 -1.5656 3.0424
C -4.8132 1.6351 -2.7083
O -3.4627 1.7880 -2.2905
P -2.5550 0.6669 -1.5885
O -1.1976 0.8476 -2.4079
C -1.1832 0.8991 -3.8350
O -3.1760 -0.6841 -2.2309
C -3.7333 -1.7700 -1.5039
H -4.9241 2.1905 -3.6410
H -5.4848 2.0414 -1.9518
H -5.0442 0.5844 -2.8882
H -0.1387 0.9812 -4.1281
H -1.7377 1.7664 -4.1939
H -1.6243 -0.0072 -4.2539
H -4.8191 -1.6609 -1.4418
H -3.3227 -1.8244 -0.4911
H -3.4884 -2.6866 -2.0446
N -0.9350 -1.1204 -0.1225
C -0.1087 -1.5704 -0.7986
C 0.8202 -2.1433 -1.6646
C 0.3992 -2.4474 -2.9675
C 1.2975 -2.9869 -3.8631
C 2.6110 -3.2239 -3.4772
C 3.0262 -2.9288 -2.1851
C 2.1415 -2.3890 -1.2739
H -0.6245 -2.2542 -3.2474
H 0.9786 -3.2224 -4.8669
H 3.3103 -3.6402 -4.1854
H 4.0469 -3.1179 -1.8892
H 2.4597 -2.1652 -0.2682
N 0.4531 -0.2098 1.9814
C 1.7498 0.0861 1.6374
C 1.9810 0.9686 0.5319
C 3.1150 0.8150 -0.2952
C 3.2764 1.5695 -1.4355
C 2.3223 2.5082 -1.8053
C 1.2079 2.6949 -1.0007
C 1.0357 1.9425 0.1417
C 2.7280 -0.8865 2.0845
C 4.0716 -0.5357 2.2808
C 5.0046 -1.4977 2.6127
C 4.6332 -2.8267 2.7502
C 3.3022 -3.1822 2.5957
C 2.3580 -2.2288 2.2738
H 3.8482 0.0613 -0.0585
H 4.1497 1.4195 -2.0524
H 2.4488 3.0938 -2.7013
H 0.4700 3.4385 -1.2644
H 0.1897 2.1802 0.7700
H 4.3722 0.4973 2.1919
H 6.0355 -1.2175 2.7596
H 5.3706 -3.5793 2.9816
H 3.0005 -4.2123 2.7064
H 1.3350 -2.5326 2.1057
*
```

Summary:
orbital gap (alpha / beta) = 0.2147 / 0.2250 hartree
LUMO (alpha / beta) = -2.77 / -4.89 eV
ΔE to the lowest compared entry with this formula, charge and spin = 92.2 kJ/mol
HOMO (alpha / beta) = -8.611 / -11.009 eV

---

[2]
Formula: C2I4N4
Source: the OMol25 dataset
Level of theory: ωB97M-V/def2-TZVPD

Geometry as ORCA input:
```
! RIJCOSX wB97M-V def2-TZVPD def2/J DEFGRID3
* xyz 0 1
C 1.2962 -0.7501 -0.0462
C 1.1028 0.5894 -0.0421
N 0.1594 -1.4592 0.1635
N -0.8040 -0.5627 0.2871
N -0.2054 0.7809 0.1916
N -1.9707 -0.7973 0.5772
I 3.2434 -1.7040 -0.5144
I 2.2408 2.2472 -0.1077
I -1.3266 2.3534 -0.1092
I -3.7358 -0.6977 -0.3999
*
```

Summary:
orbital gap (alpha / beta) = 0.2521 / 0.2520 hartree
LUMO (alpha / beta) = -1.08 / -1.08 eV
ΔE to the lowest compared entry with this formula, charge and spin = 146.4 kJ/mol
HOMO (alpha / beta) = -7.943 / -7.941 eV

---

[3]
Formula: C7H15N3
Source: the OMol25 dataset
Level of theory: ωB97M-V/def2-TZVPD

Geometry as ORCA input:
```
! RIJCOSX wB97M-V def2-TZVPD def2/J DEFGRID3
* xyz 2 1
C -1.8109 -0.5362 -0.7618
C -0.4526 -0.9563 -0.7920
C 1.7385 1.5442 0.9212
C 2.4606 1.1170 0.0178
C -2.4451 0.2493 0.1386
C 0.3525 -1.0230 0.3266
C 3.1008 0.6465 -1.1836
N 1.5716 -1.7239 0.2924
N -3.7520 0.6858 -0.3883
N 0.1380 -0.4324 1.5514
H -2.4997 -0.8036 -1.4487
H 0.0781 -1.4379 -1.5720
H 1.3933 2.4452 1.4929
H -2.0709 0.8641 0.8362
H 3.5157 1.6091 -1.7098
H 2.3963 0.2135 -1.7265
H 4.0607 0.0148 -0.8748
H 1.6005 -2.6475 -0.0761
H 2.2262 -1.6329 1.0524
H -3.6905 1.4713 -0.9950
H -4.3500 0.9560 0.4158
H -4.2290 -0.0502 -0.9752
H -0.7731 -0.1933 1.8795
H 1.0164 0.5788 1.2026
H 0.4247 -0.9584 2.3764
*
```

Summary:
orbital gap = 0.3091 hartree
LUMO = -7.40 eV
ΔE to the lowest compared entry with this formula, charge and spin = 580.3 kJ/mol
HOMO = -15.814 eV

---

[4]
Formula: CH3BrClN
Source: the OMol25 dataset
Level of theory: ωB97M-V/def2-TZVPD

Geometry as ORCA input:
```
! RIJCOSX wB97M-V def2-TZVPD def2/J DEFGRID3
* xyz 0 1
C -0.3048 0.5982 -0.2406
N -0.2495 -0.8065 -0.3829
Cl 2.3900 -0.6247 0.5278
Br -1.0257 -1.8750 0.7628
H -1.0013 0.7509 -1.1744
H -0.5684 0.9920 0.7835
H 0.7596 0.9649 -0.2762
*
```

Summary:
orbital gap = 0.2214 hartree
LUMO = -3.43 eV
ΔE to the lowest compared entry with this formula, charge and spin = 480.3 kJ/mol
HOMO = -9.457 eV

---

[5]
Formula: C5H14
Source: the OMol25 dataset
Level of theory: ωB97M-V/def2-TZVPD

Geometry as ORCA input:
```
! RIJCOSX wB97M-V def2-TZVPD def2/J DEFGRID3
* xyz -1 2
C 0.0299 -0.2324 1.2020
C 0.7821 -0.1342 2.5177
C -1.1254 -1.2508 1.3368
H 0.6844 -0.5461 0.3888
H -0.4283 0.7178 0.9372
H 0.9128 -1.0740 3.0507
H 1.7767 0.3129 2.4660
H -0.8504 -1.9920 2.0941
H -1.2661 -1.8787 0.4585
H 0.1631 0.4271 3.2201
H -2.0074 -0.7524 1.7429
C -0.4790 0.7445 -2.0368
C 0.8074 0.8441 -2.8614
H -0.7393 -0.3183 -1.9601
H -0.4198 1.1794 -1.0447
H -1.3632 1.2135 -2.4854
H 1.4684 0.0341 -2.5349
H 0.5761 0.5640 -3.8921
H 1.3577 1.7677 -2.7110
*
```

Summary:
orbital gap (alpha / beta) = 0.0988 / 0.4467 hartree
LUMO (alpha / beta) = 4.22 / 4.38 eV
ΔE to the lowest compared entry with this formula, charge and spin = 37.2 kJ/mol
HOMO (alpha / beta) = 1.527 / -7.774 eV

---

[6]
Formula: CH3IN2O2
Source: the OMol25 dataset
Level of theory: ωB97M-V/def2-TZVPD

Geometry as ORCA input:
```
! RIJCOSX wB97M-V def2-TZVPD def2/J DEFGRID3
* xyz 0 1
C -0.0029 -1.5493 -0.1094
N 2.0564 -0.1039 0.1159
N 1.0716 -1.0487 0.1107
O -1.1430 -1.9005 -0.2009
O -0.7519 1.5597 -0.3526
I -2.2538 0.7083 -0.0334
H 1.7739 0.8340 -0.0201
H 2.6806 -0.2461 0.9089
H -3.4308 1.7466 -0.4193
*
```

Summary:
orbital gap = 0.3300 hartree
LUMO = 0.14 eV
ΔE to the lowest compared entry with this formula, charge and spin = 418.7 kJ/mol
HOMO = -8.840 eV